Entry 1:
Computed, not measured: a molecular structure, C37H52CsN7O2SSb, with wB97M-V/def2-TZVPD.

Net charge ... -1
Energy relative to the best compared isomer or geometry (same formula, charge and spin) ... 0.9869 eV
E ... -2633.5387 a.u.
E_LUMO ... 2.11 eV
E_HOMO ... -4.19 eV

Each line ends with the Löwdin charge.
Geometry (Å):
Cs 0.06422 -0.03874 -0.05637  1.119
O -1.38057 4.60252 0.06714  -0.084
C -0.72467 3.55904 -0.24010  -0.560
N -0.08143 2.73966 0.55322  -0.100
C -0.10498 3.18159 1.92656  -0.220
C 0.74741 2.35890 2.86370  -0.264
C 0.96214 2.81522 4.16972  -0.034
C 1.73774 2.06436 5.03209  -0.086
C 2.30346 0.87628 4.57700  -0.092
C 2.04352 0.50309 3.27185  -0.160
N 1.27606 1.21336 2.44028  0.038
C -0.63615 3.24910 -1.72397  -0.219
C -0.48631 4.32605 -2.60034  -0.029
C -0.48261 4.08867 -3.96164  -0.078
C -0.64940 2.78450 -4.41521  -0.081
C -0.79089 1.78038 -3.47437  -0.148
N -0.77614 1.99386 -2.15569  0.030
H -1.13211 3.19434 2.32634  0.116
H 0.22135 4.22932 1.99360  0.120
H 0.52132 3.75125 4.49063  0.110
H 1.90733 2.39781 6.04958  0.100
H 2.91550 0.25950 5.22205  0.098
H 2.46054 -0.41281 2.85056  0.109
H -0.39602 5.32195 -2.18701  0.112
H -0.37167 4.90524 -4.66607  0.098
H -0.67650 2.55337 -5.47232  0.094
H -0.94633 0.75201 -3.78825  0.108
O 0.62244 -2.37916 -0.37429  -0.528
C 1.20881 -3.14485 -1.21257  -0.424
C 0.51979 -4.27301 -1.76891  -0.034
C 1.10414 -5.15762 -2.64454  -0.120
C 2.43233 -4.97912 -3.05221  -0.141
C 3.12378 -3.89116 -2.55678  -0.079
C 2.56687 -2.97230 -1.65612  -0.088
C 3.38273 -1.84863 -1.17780  -0.282
N 3.00416 -0.83923 -0.41553  0.032
C 4.11061 -0.03895 -0.22975  -0.159
C 5.18422 -0.56076 -0.88175  -0.117
N 4.71262 -1.71094 -1.48160  0.080
H -0.51165 -4.40405 -1.45829  0.092
H 0.53227 -5.99785 -3.02496  0.091
H 2.90347 -5.66724 -3.74327  0.080
H 4.14534 -3.75122 -2.89937  0.087
H 4.05404 0.86329 0.36453  0.094
H 6.20870 -0.23902 -0.98025  0.094
H 5.25759 -2.33317 -2.04275  0.124
C -4.21574 3.83835 -2.05244  -0.049
N -4.53092 3.11696 -0.84277  -0.145
C -4.46532 3.78393 0.46165  -0.103
C -4.65794 2.62975 1.45372  -0.135
N -4.97544 1.50474 0.57196  0.016
C -4.76473 1.79888 -0.74820  -0.866
S -4.86280 0.67263 -1.98109  0.549
H -3.29900 4.40786 -1.90266  0.077
H -5.02539 4.52761 -2.31388  0.087
H -4.07651 3.12427 -2.85928  0.050
H -5.25653 4.53773 0.54055  0.119
H -3.50110 4.27563 0.57123  0.092
H -5.47731 2.81417 2.14628  0.107
H -3.75040 2.44745 2.03349  0.100
H -4.83856 0.55467 0.86538  0.072
C 0.59788 -2.93852 5.00161  -0.137
C -0.85065 -2.44470 5.03404  -0.706
C -0.86016 -0.99706 5.53111  -0.134
C -1.66372 -3.30605 5.99590  -0.113
Sb -1.48499 -2.38358 2.89299  1.599
C -3.67632 -1.95423 3.00363  -0.706
C -3.79950 -0.50687 3.48598  -0.145
C -4.20822 -2.01173 1.56703  -0.141
C -4.50824 -2.87369 3.89380  -0.109
C -1.35595 -4.52235 2.29966  -0.698
C -2.23509 -4.70463 1.06138  -0.134
C 0.11007 -4.72092 1.90166  -0.132
C -1.74845 -5.54506 3.36187  -0.123
H 1.04162 -2.85369 6.00482  0.084
H 1.20949 -2.34508 4.31283  0.065
H 0.66211 -3.98642 4.69754  0.054
H -0.44187 -0.95621 6.54787  0.086
H -1.87185 -0.59079 5.58152  0.052
H -0.25807 -0.34360 4.89299  0.055
H -1.15645 -3.33064 6.97308  0.082
H -1.77164 -4.33522 5.65662  0.050
H -2.66069 -2.89475 6.16175  0.057
H -3.16037 0.16823 2.90366  0.066
H -3.52863 -0.39693 4.53680  0.054
H -4.84058 -0.16579 3.37724  0.085
H -3.56844 -1.46892 0.86236  0.070
H -5.21203 -1.56262 1.53053  0.083
H -4.30462 -3.03345 1.20276  0.056
H -4.28188 -2.72692 4.95067  0.055
H -4.35475 -3.92890 3.65139  0.061
H -5.57833 -2.65545 3.75305  0.084
H -2.09026 -3.89531 0.33686  0.071
H -3.29419 -4.75852 1.32356  0.061
H -1.96703 -5.64613 0.56202  0.086
H 0.41987 -3.98731 1.15006  0.045
H 0.24293 -5.72483 1.47329  0.090
H 0.78252 -4.63160 2.76045  0.057
H -2.74624 -5.36715 3.77029  0.058
H -1.03213 -5.56053 4.18668  0.059
H -1.74576 -6.54890 2.91169  0.085



Entry 2:
Computed, not measured: a molecular structure, C37H52HfN2O3S, with wB97M-V/def2-TZVPD.

Net charge ... +2
Energy relative to the best compared isomer or geometry (same formula, charge and spin) ... 1.3642 eV
E ... -2222.1332 a.u.
E_LUMO ... -6.59 eV
E_HOMO ... -13.87 eV

Each line ends with the Löwdin charge.
Geometry (Å):
Hf -0.45503 0.00577 -0.55482  1.641
C 5.34607 0.82167 -0.63302  -0.042
C 3.96827 1.45637 -0.84702  -0.380
C 4.12927 2.97457 -0.98592  -0.041
C 3.28397 0.89237 -2.07012  -0.116
C 3.82067 1.20337 -3.31522  0.001
C 3.18987 0.83777 -4.48562  -0.013
C 1.96347 0.20037 -4.43062  -0.010
C 1.38407 -0.13633 -3.21372  -0.140
C 0.03797 -0.83883 -3.25712  -0.390
C -0.96953 -0.04363 -4.09902  -0.036
C 0.20777 -2.25943 -3.80532  -0.040
C 2.08327 0.14957 -2.02032  -0.145
N 1.53897 -0.29713 -0.78902  -0.087
C 2.30977 -0.75243 0.16848  -0.061
C 1.92547 -1.09923 1.48958  -0.155
C 2.92837 -1.70923 2.29208  -0.017
C 2.68497 -2.12433 3.57258  -0.039
C 1.41637 -1.92213 4.12798  -0.010
C 0.43187 -1.29633 3.40448  -0.011
C 0.64077 -0.86013 2.07938  -0.228
N -0.35583 -0.24123 1.38788  -0.114
C -1.50323 0.26907 2.06488  -0.212
C -2.75393 -0.32753 1.81288  -0.164
C -3.86653 0.12897 2.50518  -0.016
C -3.75483 1.16497 3.41608  -0.020
C -2.53223 1.77007 3.63108  0.000
C -1.38873 1.34717 2.96048  -0.146
C -0.07013 2.04507 3.19838  -0.362
C -0.17513 3.52617 2.82028  -0.035
C 0.35887 1.88587 4.66008  -0.033
C -2.84703 -1.53933 0.90588  -0.387
C -4.22943 -1.71163 0.27138  -0.046
C -2.49113 -2.78003 1.73558  -0.042
H 5.80777 1.23067 0.26158  0.092
H 5.99197 1.04527 -1.47702  0.088
H 5.29727 -0.26133 -0.53422  0.072
H 3.34287 1.27517 0.03678  0.120
H 4.88087 3.22287 -1.73002  0.084
H 4.45427 3.39007 -0.03542  0.090
H 3.18837 3.44087 -1.26762  0.089
H 4.74887 1.75067 -3.36802  0.124
H 3.63367 1.07397 -5.44022  0.124
H 1.46037 -0.03643 -5.35362  0.123
H -0.39773 -0.94013 -2.21982  0.016
H -0.75743 -0.14633 -5.16082  0.102
H -0.91663 1.01867 -3.86292  0.075
H -1.98193 -0.41473 -3.93742  0.092
H 0.62817 -2.21963 -4.80702  0.101
H -0.74893 -2.77523 -3.86262  0.091
H 0.89037 -2.83623 -3.18392  0.070
H 3.35737 -0.93893 -0.06582  0.136
H 3.90867 -1.85093 1.86038  0.128
H 3.45897 -2.60273 4.14928  0.120
H 1.21047 -2.26143 5.13068  0.128
H -0.54243 -1.14273 3.84158  0.129
H -4.82253 -0.34363 2.36148  0.119
H -4.62463 1.49517 3.96018  0.122
H -2.45703 2.56977 4.34958  0.124
H 0.69057 1.59347 2.54928  0.124
H -0.93723 4.03117 3.40748  0.086
H -0.41073 3.63107 1.76238  0.070
H 0.77567 4.01987 3.00188  0.091
H -0.32963 2.41457 5.31228  0.087
H 1.35317 2.29677 4.80948  0.092
H 0.37857 0.83777 4.95008  0.067
H -2.08673 -1.43093 0.07728  0.041
H -4.91903 -2.16623 0.97868  0.100
H -4.17793 -2.36853 -0.59462  0.087
H -4.65303 -0.75873 -0.03642  0.077
H -3.09143 -2.77933 2.64318  0.107
H -1.44183 -2.77563 2.02258  0.054
H -2.70093 -3.69373 1.18428  0.082
C -3.22603 2.56047 -2.66272  0.020
C -2.40823 2.08367 -1.47292  -0.458
C -2.88853 2.66017 -0.14592  0.024
O -2.43763 0.60617 -1.39382  -0.114
C -0.89693 2.43487 -1.61272  -0.550
O -0.48013 3.14707 -2.48152  0.180
O -0.17113 1.87187 -0.68392  -0.106
H -4.29163 2.45187 -2.47462  0.105
H -2.96443 2.00987 -3.56502  0.089
H -3.01173 3.61137 -2.84192  0.114
H -3.87063 2.27027 0.12238  0.107
H -2.96363 3.74217 -0.22762  0.122
H -2.17693 2.42177 0.64938  0.066
H -3.38763 0.37607 -1.43342  0.141
C -1.07603 -4.35483 -1.21262  -0.325
S 0.02237 -3.09923 -0.48242  0.787
C 1.39847 -4.18523 -0.00862  -0.296
H -0.59063 -4.80253 -2.07442  0.048
H -1.99583 -3.86413 -1.51172  0.036
H -1.28773 -5.11453 -0.46682  0.051
H 1.01997 -4.95793 0.65448  0.059
H 2.12847 -3.57853 0.51488  0.018
H 1.83827 -4.62503 -0.89932  0.056



no.,gap between HOMO and LUMO (eV)
1,6.301
2,7.283